One molecule with the formula C5H8O, computed with wB97M-V/def2-TZVPD.

Geometry as XYZ:
```
14
Properties=species:S:1:pos:R:3:forces:R:3
C 0.749 -1.566 -0.865 0.0 -0.1 0.0
C -0.008 -0.518 -0.117 0.0 0.2 0.0
C -1.181 0.099 -0.263 0.3 0.0 -0.1
C -1.059 1.491 0.328 -0.4 0.0 0.0
O 0.310 1.623 0.686 0.0 0.1 0.2
C 0.788 0.309 0.867 0.3 -0.1 0.1
H 1.564 -1.004 -1.346 -0.1 -0.2 0.0
H 0.197 -2.079 -1.654 -0.1 0.0 0.2
H 1.239 -2.296 -0.213 -0.2 0.0 0.0
H -2.072 -0.224 -0.793 0.3 0.0 -0.2
H -1.687 1.698 1.207 -0.1 -0.2 -0.1
H -1.288 2.239 -0.442 0.0 -0.1 0.2
H 0.579 -0.038 1.896 0.1 0.0 -0.1
H 1.870 0.267 0.707 -0.1 0.2 0.0
```
Forces are in eV/Å.

Properties
Largest force on an atom   0.007 hartree/bohr
HOMO   -9.0 eV
ΔE to the lowest compared entry with this formula, charge and spin   137.5 kJ/mol
Electronic energy   -7360.8297 eV
HOMO-LUMO gap   9.98 eV
Charge   0

***

A 13-piece molecular cluster, C4H34O14 overall in a non-equilibrium geometry, computed with wB97M-V/def2-TZVPD.

Geometry as XYZ:
```
52
Properties=species:S:1:pos:R:3:forces:R:3
C -0.524 0.012 -1.659 -0.5 -1.5 -1.9
C 0.547 -1.078 -1.518 -1.5 -1.1 0.8
C 1.120 -1.186 -0.107 2.2 1.9 0.3
O 1.552 -2.564 0.024 3.0 -0.1 0.9
C -1.743 -0.192 -0.704 -0.4 -0.7 -1.4
O -2.298 1.121 -0.500 0.4 -0.5 1.6
H -0.669 0.262 -2.774 -0.7 -1.1 1.3
H -0.134 0.960 -1.442 0.7 1.2 1.2
H 1.323 -1.003 -2.228 1.3 0.9 -0.8
H 0.267 -2.134 -1.816 -0.9 1.5 0.5
H 0.504 -0.871 0.769 0.0 -0.7 -0.9
H 2.046 -0.488 0.040 -1.6 -1.3 -0.4
H 2.569 -2.597 0.077 -2.2 0.3 0.0
H -1.298 -0.757 0.228 -1.7 1.8 -1.6
H -2.699 -0.756 -1.134 2.5 0.3 0.7
H -2.586 1.441 -1.368 -0.2 0.4 -0.1
H 0.186 -4.279 -1.693 -0.3 -0.2 0.3
H 1.488 -3.509 -1.428 -0.8 -0.7 -0.6
O 0.996 -4.017 -2.121 1.0 0.0 -0.1
H -0.422 -3.796 1.333 0.1 -0.2 0.5
H 1.045 -3.533 1.474 -1.5 -0.6 1.1
O 0.253 -3.865 2.029 1.4 0.6 -1.5
H -0.197 -2.199 2.757 -2.1 0.8 -0.1
H -1.758 -1.600 2.558 0.6 -0.7 -0.1
O -0.842 -1.420 2.809 1.7 0.1 0.5
H 4.027 0.622 -0.766 -0.5 0.5 -1.2
H 4.215 0.797 0.685 -0.3 0.9 1.3
O 4.395 0.200 -0.013 0.7 -1.4 -0.2
H 2.671 2.337 -2.344 2.0 -0.1 0.6
H 1.362 2.006 -1.459 1.0 0.2 0.7
O 1.750 2.307 -2.291 -2.3 0.0 -1.2
H 0.066 3.681 -2.698 -0.9 -0.6 -0.7
H 0.203 2.552 -3.646 -0.1 0.0 0.0
O -0.486 3.148 -3.325 0.4 0.7 0.5
H -1.673 3.328 1.740 -2.6 4.5 1.0
H -1.745 2.058 0.709 0.3 1.3 1.4
O -1.289 2.574 1.492 1.9 -5.9 -2.4
H -0.518 1.507 4.699 -0.2 -0.2 0.6
H -0.616 1.811 3.233 -0.5 0.1 -1.0
O -0.004 1.815 3.961 0.3 0.5 0.9
H -2.766 2.385 -3.304 1.1 0.6 -0.7
H -3.543 1.102 -3.112 -0.2 -1.0 -0.6
O -3.455 1.985 -2.798 -0.7 0.4 1.1
H 0.986 -0.066 2.838 -1.2 -0.5 0.8
H 1.743 1.234 3.130 -0.2 1.2 1.9
O 1.587 0.573 2.503 1.9 -1.1 -2.7
H 1.516 1.719 1.179 0.5 -0.6 0.0
H 0.294 2.310 0.774 -1.3 0.7 0.0
O 1.181 2.235 0.437 0.8 -0.1 -0.5
H -2.652 -3.152 0.678 -0.6 2.6 0.9
H -3.751 -1.974 0.563 2.8 -0.6 1.4
O -2.825 -2.184 1.000 -2.7 -2.5 -2.0
```
Forces are in eV/Å.

Properties
Largest force on an atom   0.129 hartree/bohr
HOMO   -10.3 eV
ΔE to the lowest compared entry with this formula, charge and spin   390.0 kJ/mol
Electronic energy   -33362.9034 eV
HOMO-LUMO gap   10.11 eV
Charge   0

***

One molecule with the formula C6H14O, computed with wB97M-V/def2-TZVPD.

Geometry as XYZ:
```
21
Properties=species:S:1:pos:R:3:forces:R:3
C -3.344 0.155 -0.308 -0.1 0.0 0.0
C -2.093 -0.328 0.422 0.0 0.0 0.0
C -0.833 -0.176 -0.429 0.0 0.0 0.0
C 0.457 -0.502 0.320 0.0 0.0 0.0
C 1.681 -0.418 -0.589 -0.2 0.0 -0.1
O 2.894 -0.496 0.129 0.0 -0.1 0.0
C 3.348 0.762 0.553 0.2 0.3 0.1
H -4.244 0.041 0.304 0.1 0.0 -0.1
H -3.496 -0.404 -1.239 0.0 0.1 0.1
H -3.252 1.216 -0.573 0.0 -0.2 0.0
H -1.970 0.237 1.357 0.0 -0.1 -0.1
H -2.212 -1.380 0.714 0.0 0.2 0.0
H -0.920 -0.818 -1.319 0.0 0.1 0.1
H -0.777 0.856 -0.805 0.0 -0.1 0.1
H 0.406 -1.507 0.760 0.0 0.1 -0.1
H 0.580 0.199 1.157 0.0 -0.1 -0.1
H 1.675 -1.250 -1.304 0.0 0.1 0.1
H 1.651 0.517 -1.173 0.0 -0.1 0.1
H 3.677 1.377 -0.300 -0.1 -0.1 0.1
H 4.196 0.598 1.221 -0.1 0.0 -0.1
H 2.575 1.322 1.100 0.1 -0.1 0.0
```
Forces are in eV/Å.

Properties
Largest force on an atom   0.006 hartree/bohr
HOMO   -9.6 eV
ΔE to the lowest compared entry with this formula, charge and spin   75.0 kJ/mol
Electronic energy   -8496.1152 eV
HOMO-LUMO gap   10.77 eV
Charge   0

***

One molecule with the formula C8H12ClNO2 in a non-equilibrium geometry, computed with wB97M-V/def2-TZVPD.

Geometry as XYZ:
```
24
Properties=species:S:1:pos:R:3:forces:R:3
C -3.176 -2.022 -0.694 -1.8 -0.6 0.9
C -1.899 -1.335 -0.650 1.1 -0.2 -0.3
C -0.814 -0.812 -0.586 -1.0 0.3 0.2
C 0.486 -0.203 -0.339 1.8 -1.9 -0.1
Cl 1.644 -1.671 -0.805 -0.2 0.2 0.5
O 0.766 0.715 -1.326 -1.5 0.9 -1.6
C 2.003 1.235 -1.437 0.5 0.5 1.2
N 2.205 2.021 -2.500 -1.0 -0.7 -0.3
O 2.804 1.061 -0.584 1.9 -0.1 1.4
C 0.752 0.218 1.126 -3.4 -0.4 -0.5
C 0.303 -0.909 2.022 -1.1 -0.4 -0.7
C -0.134 1.443 1.359 2.2 0.3 -2.4
H -3.946 -1.215 -0.847 0.4 -1.0 -0.4
H -3.294 -2.910 -1.446 0.4 1.9 1.4
H -3.438 -2.383 0.373 0.6 0.2 -1.7
H 2.957 2.667 -2.535 0.4 0.1 0.1
H 1.455 2.030 -3.132 -0.7 0.5 -1.2
H 1.711 0.451 1.360 3.0 0.6 -0.2
H -0.768 -1.098 1.716 1.0 -0.1 1.0
H 0.390 -0.636 3.079 0.0 -0.3 -0.2
H 0.886 -1.783 1.726 -0.1 -0.2 0.6
H -1.106 1.085 1.396 -2.1 -0.1 0.1
H 0.165 1.927 2.237 0.2 0.8 1.4
H 0.047 2.124 0.487 -0.6 -0.2 0.9
```
Forces are in eV/Å.

Properties
Largest force on an atom   0.068 hartree/bohr
HOMO   -9.6 eV
ΔE to the lowest compared entry with this formula, charge and spin   61.8 kJ/mol
Electronic energy   -26596.3231 eV
HOMO-LUMO gap   10.43 eV
Charge   0